(1)
Below is a cluster of 2 separate species, C2H2Cl3NO in total at a distorted geometry, with properties calculated with ωB97M-V with the def2-TZVPD basis set.

Positions of all 9 atoms, in Å:
C (-1.2444, -0.4634, -1.8355)
N (-1.7983, -1.2828, -1.1873)
O (-2.0937, -2.1958, -0.5021)
H (-1.1448, 0.6057, -1.9837)
Cl (1.9149, -0.6575, -1.4355)
C (1.7508, -0.2591, 0.3054)
Cl (1.6020, -1.7850, 1.1794)
Cl (3.1617, 0.5825, 0.7657)
H (0.7005, 0.0610, 0.4422)

As for the energy above the lowest of the compared OMol25 structures with the same formula, charge and spin: 335.70 kJ/mol. The value obtained for the LUMO energy is 0.60 eV. The charge is 0. The energy comes out at -1587.845587 Ha. As for the HOMO-LUMO gap: 10.775 eV.

---

(2)
Below is the molecule C20H25F3N2O2, with properties calculated with ωB97M-V with the def2-TZVPD basis set.

Positions of all 52 atoms, in Å:
O (-0.6050, -3.5833, -1.4115)
C (-0.8930, -2.8894, -0.4518)
C (-2.3434, -2.5546, -0.1520)
C (-2.5797, -2.0131, 1.2480)
C (-1.5737, -0.8923, 1.5136)
C (-1.6050, 0.2134, 0.4501)
O (-0.6958, 0.3187, -0.3568)
N (-2.6360, 1.0894, 0.4389)
C (-3.7541, 1.1088, 1.3502)
C (-5.0473, 0.5718, 0.7178)
C (-5.7989, 1.6157, -0.1008)
C (-4.9867, 2.1555, -1.2744)
C (-3.7677, 2.9689, -0.8371)
C (-2.5193, 2.1391, -0.5728)
C (-0.1848, -1.5303, 1.5169)
N (0.0458, -2.3976, 0.3826)
C (1.4462, -2.6428, 0.0768)
C (2.0715, -1.4083, -0.5144)
C (1.6674, -0.9720, -1.7716)
C (2.1700, 0.1989, -2.3046)
C (3.0833, 0.9578, -1.5917)
C (3.4890, 0.5228, -0.3401)
C (4.4681, 1.3101, 0.4787)
F (3.9646, 1.6551, 1.6826)
F (4.8653, 2.4510, -0.1004)
F (5.5916, 0.6127, 0.7453)
C (2.9866, -0.6544, 0.2018)
H (-2.6432, -1.8141, -0.8997)
H (-2.9317, -3.4556, -0.3358)
H (-3.6085, -1.6693, 1.3497)
H (-2.4205, -2.8057, 1.9839)
H (-1.7363, -0.4477, 2.5007)
H (-3.9138, 2.1349, 1.6933)
H (-3.5071, 0.5112, 2.2272)
H (-4.8037, -0.2756, 0.0745)
H (-5.7025, 0.2137, 1.5148)
H (-6.7162, 1.1624, -0.4828)
H (-6.0890, 2.4458, 0.5482)
H (-4.6634, 1.3289, -1.9100)
H (-5.6388, 2.7953, -1.8727)
H (-4.0242, 3.5765, 0.0324)
H (-3.4978, 3.6608, -1.6380)
H (-2.2062, 1.6492, -1.5007)
H (-1.6997, 2.8070, -0.2778)
H (-0.0562, -2.1121, 2.4417)
H (0.5734, -0.7408, 1.4961)
H (1.9629, -2.9444, 0.9932)
H (1.4682, -3.4627, -0.6461)
H (0.9472, -1.5583, -2.3206)
H (1.8462, 0.5319, -3.2784)
H (3.4743, 1.8780, -1.9976)
H (3.3160, -0.9717, 1.1814)

As for the energy above the lowest of the compared OMol25 structures with the same formula, charge and spin: 51.91 kJ/mol. The value obtained for the LUMO energy is 0.58 eV. The charge is 0. The energy comes out at -1336.777626 Ha. As for the HOMO-LUMO gap: 9.603 eV.

---

(3)
Below is a structure of composition C12H17N4OPdS2, with properties calculated with ωB97M-V with the def2-TZVPD basis set.

Positions of all 37 atoms, in Å:
Pd (-0.8986, 0.4619, 0.4953)
C (-0.3311, -1.6062, 4.1539)
C (-0.5012, -1.1589, 2.7435)
N (-0.7679, 0.0585, 2.4056)
N (-0.9105, 1.0109, 3.3647)
C (-1.1564, 2.1989, 2.8642)
N (-1.3040, 3.2113, 3.7261)
S (-1.3011, 2.5895, 1.1599)
C (-0.3794, -2.1138, 1.6237)
C (-0.1350, -3.4644, 1.8041)
C (-0.0672, -4.2920, 0.6919)
C (-0.2531, -3.7552, -0.5694)
C (-0.4886, -2.3941, -0.6778)
N (-0.5361, -1.6013, 0.3852)
H (-0.5368, -0.7893, 4.8357)
H (0.6909, -1.9562, 4.3157)
H (-1.0069, -2.4352, 4.3699)
H (-1.2525, 3.0306, 4.7140)
H (-1.5176, 4.1363, 3.4016)
H (-0.0047, -3.8638, 2.7990)
H (0.1217, -5.3499, 0.8147)
H (-0.2223, -4.3713, -1.4560)
H (-0.6582, -1.9140, -1.6332)
O (-0.8280, 0.8234, -1.5621)
S (0.6891, 1.0893, -1.7815)
C (1.0636, 0.3556, -3.4105)
C (1.0754, 1.4810, -4.4370)
C (1.5751, 2.7236, -3.7059)
C (0.7613, 2.7881, -2.4230)
H (0.3242, -0.4208, -3.5986)
H (2.0445, -0.1069, -3.2874)
H (0.0611, 1.6522, -4.8019)
H (1.6955, 1.2200, -5.2932)
H (1.4272, 3.6300, -4.2920)
H (2.6417, 2.6487, -3.4828)
H (-0.2792, 3.0543, -2.6150)
H (1.1650, 3.4289, -1.6417)

As for the energy above the lowest of the compared OMol25 structures with the same formula, charge and spin: 0.00 kJ/mol. The value obtained for the LUMO energy is -3.56 eV. The charge is +1. The energy comes out at -1685.807716 Ha. As for the HOMO-LUMO gap: 7.613 eV.

---

> Among the records above, which one has the highest HOMO-LUMO gap?

C2H2Cl3NO

---

> The highest energy belongs to which entry?

C20H25F3N2O2

---

> What is the charge in the first record?

0